{
  "formula": "C40H46AsClNNiO4P2S",
  "method": "ωB97M-V/def2-TZVPD",
  "total_charge": 1,
  "lumo_energy_ev": -3.10,
  "symbols": ["Ni", "C", "S", "C", "C", "C", "N", "P", "C", "C", "C", "C", "C", "C", "C", "C", "C", "C", "C", "C", "P", "C", "C", "C", "C", "C", "C", "C", "C", "C", "C", "C", "C", "H", "H", "H", "H", "H", "H", "H", "H", "H", "H", "H", "H", "H", "H", "H", "H", "H", "H", "H", "H", "H", "H", "H", "H", "H", "H", "H", "H", "H", "C", "C", "C", "C", "Cl", "C", "C", "C", "O", "C", "C", "O", "O", "H", "H", "H", "H", "H", "H", "H", "H", "C", "As", "C", "C", "O", "H", "H", "H", "H", "H", "H", "H", "H", "H"],
  "xyz": [[-0.238, 1.725, -0.383], [-0.064, -4.044, 4.526], [-1.564, -4.693, 3.766], [-1.773, -3.514, 2.413], [-2.284, -2.146, 2.846], [-2.624, -1.250, 1.660], [-1.421, -0.767, 0.936], [-0.618, 0.625, 1.491], [0.912, 0.171, 2.328], [1.152, -1.115, 2.799], [2.327, -1.399, 3.475], [3.267, -0.398, 3.684], [3.025, 0.891, 3.228], [1.849, 1.179, 2.553], [-1.630, 1.385, 2.777], [-2.721, 2.178, 2.419], [-3.544, 2.700, 3.403], [-3.284, 2.440, 4.742], [-2.194, 1.659, 5.101], [-1.365, 1.133, 4.122], [-1.473, -0.627, -0.834], [-2.383, -2.141, -1.327], [-1.882, -3.434, -1.174], [-2.640, -4.528, -1.559], [-3.902, -4.343, -2.113], [-4.406, -3.064, -2.280], [-3.647, -1.969, -1.888], [0.252, -1.070, -1.272], [0.741, -0.557, -2.476], [2.035, -0.840, -2.891], [2.861, -1.623, -2.099], [2.385, -2.134, -0.900], [1.088, -1.864, -0.492], [0.184, -4.710, 5.350], [-0.207, -3.040, 4.924], [0.762, -4.054, 3.813], [-2.496, -3.976, 1.737], [-0.834, -3.439, 1.857], [-1.560, -1.643, 3.494], [-3.187, -2.281, 3.445], [-3.233, -0.408, 1.993], [-3.226, -1.818, 0.952], [0.419, -1.895, 2.633], [2.510, -2.401, 3.842], [4.186, -0.623, 4.209], [3.753, 1.673, 3.397], [1.665, 2.183, 2.196], [-2.899, 2.392, 1.375], [-4.389, 3.318, 3.127], [-3.928, 2.851, 5.508], [-1.986, 1.461, 6.144], [-0.510, 0.533, 4.409], [-0.894, -3.586, -0.763], [-2.245, -5.528, -1.436], [-4.488, -5.200, -2.419], [-5.385, -2.918, -2.717], [-4.043, -0.966, -2.014], [0.110, 0.081, -3.088], [2.405, -0.431, -3.823], [3.880, -1.823, -2.408], [3.032, -2.739, -0.277], [0.721, -2.263, 0.443], [4.660, 1.147, -4.864], [4.896, 0.766, -3.430], [5.737, -0.281, -3.086], [5.942, -0.618, -1.755], [6.980, -1.951, -1.359], [5.319, 0.087, -0.747], [4.468, 1.137, -1.073], [4.259, 1.469, -2.402], [3.409, 2.465, -2.830], [2.847, 3.348, -1.887], [1.603, 2.729, -1.278], [0.510, 2.684, -1.916], [1.638, 2.171, -0.146], [5.227, 0.503, -5.532], [4.954, 2.182, -5.044], [3.601, 1.073, -5.120], [6.242, -0.841, -3.862], [5.478, -0.184, 0.288], [3.954, 1.657, -0.279], [2.553, 4.236, -2.443], [3.552, 3.615, -1.096], [-2.175, 2.060, -3.411], [-2.716, 3.106, -1.895], [-4.584, 2.770, -1.598], [-2.487, 4.956, -2.338], [-1.888, 2.795, -0.476], [-2.793, 2.332, -4.266], [-2.310, 1.007, -3.173], [-1.127, 2.264, -3.620], [-5.162, 2.992, -2.494], [-4.930, 3.393, -0.775], [-4.706, 1.721, -1.332], [-3.179, 5.247, -3.126], [-1.461, 5.102, -2.671], [-2.668, 5.547, -1.443]]
}

=====

{
  "formula": "C20H23BCl2N2O9",
  "method": "ωB97M-V/def2-TZVPD",
  "total_charge": 0,
  "e_above_lowest_kcal_mol": 0.78,
  "lumo_energy_ev": 0.04,
  "symbols": ["C", "H", "H", "H", "C", "C", "H", "H", "H", "C", "H", "H", "C", "N", "C", "O", "C", "N", "C", "O", "C", "C", "C", "C", "C", "C", "Cl", "H", "H", "Cl", "H", "H", "H", "H", "H", "H", "B", "O", "C", "C", "C", "O", "O", "H", "H", "C", "C", "O", "O", "H", "H", "H", "C", "O", "O", "H", "H"],
  "xyz": [[-0.980, -4.113, -0.672], [-1.365, -5.038, -1.096], [-1.830, -3.480, -0.426], [-0.445, -4.372, 0.239], [-0.060, -3.426, -1.680], [-0.752, -3.343, -3.039], [-1.004, -4.336, -3.402], [-1.670, -2.764, -2.960], [-0.107, -2.865, -3.773], [0.356, -2.016, -1.245], [1.021, -1.603, -2.003], [-0.523, -1.369, -1.196], [1.096, -1.938, 0.093], [0.146, -1.899, 1.200], [0.296, -0.877, 2.002], [1.283, -0.117, 1.838], [-0.783, -0.559, 3.012], [-1.829, 0.143, 2.291], [-2.626, -0.526, 1.423], [-2.651, -1.741, 1.363], [-3.506, 0.345, 0.589], [-4.862, 0.040, 0.535], [-5.716, 0.805, -0.241], [-5.224, 1.866, -0.989], [-3.872, 2.150, -0.963], [-3.006, 1.401, -0.178], [-1.299, 1.763, -0.234], [-3.479, 2.960, -1.557], [-5.894, 2.456, -1.594], [-7.397, 0.432, -0.280], [-5.235, -0.796, 1.106], [-1.721, 1.139, 2.166], [-1.203, -1.481, 3.422], [-0.397, 0.076, 3.807], [-0.706, -2.453, 1.192], [1.727, -2.825, 0.209], [1.958, -0.554, 0.312], [3.342, -0.698, 0.490], [4.172, 0.433, 0.292], [3.391, 1.752, 0.395], [2.107, 1.725, -0.420], [1.612, 2.704, -0.908], [1.518, 0.536, -0.517], [3.094, 1.909, 1.437], [4.007, 2.592, 0.076], [4.935, 0.308, -1.046], [4.039, 0.577, -2.231], [3.909, 1.640, -2.770], [3.391, -0.522, -2.637], [2.801, -0.301, -3.376], [5.749, 1.033, -1.040], [5.326, -0.708, -1.119], [5.230, 0.426, 1.433], [6.134, 1.208, 1.481], [5.007, -0.513, 2.337], [4.225, -1.025, 2.031], [0.848, -4.031, -1.790]]
}

=====

{
  "formula": "C28H32N2O4",
  "method": "ωB97M-V/def2-TZVPD",
  "total_charge": 0,
  "e_above_lowest_kcal_mol": 0.00,
  "lumo_energy_ev": -1.64,
  "symbols": ["C", "C", "N", "C", "C", "C", "C", "C", "C", "C", "C", "C", "C", "C", "C", "N", "C", "C", "C", "C", "C", "C", "C", "H", "H", "H", "H", "H", "H", "H", "H", "H", "H", "H", "H", "H", "H", "H", "H", "H", "H", "H", "H", "H", "H", "C", "C", "O", "O", "C", "C", "C", "O", "O", "C", "C", "H", "H", "H", "H", "H", "H", "H", "H", "H", "H"],
  "xyz": [[-0.164, -0.826, 3.734], [0.629, -1.381, 2.634], [1.877, -1.881, 2.837], [2.520, -1.941, 4.136], [2.390, -2.419, 1.658], [1.385, -2.299, 0.663], [1.564, -3.000, -0.521], [2.780, -3.664, -0.747], [3.790, -3.704, 0.231], [3.584, -3.109, 1.483], [0.273, -1.551, 1.266], [-0.920, -1.103, 0.684], [-1.316, -1.290, -0.671], [-2.477, -1.929, -1.188], [-3.570, -2.595, -0.465], [-2.367, -2.005, -2.546], [-3.314, -2.703, -3.401], [-1.189, -1.392, -2.980], [-0.531, -0.899, -1.823], [0.671, -0.229, -1.948], [1.274, -0.178, -3.208], [0.649, -0.739, -4.340], [-0.613, -1.343, -4.237], [-1.148, -0.546, 3.347], [-0.303, -1.536, 4.568], [0.314, 0.082, 4.131], [3.492, -2.415, 4.026], [2.663, -0.940, 4.556], [1.919, -2.522, 4.845], [0.754, -3.042, -1.245], [2.954, -4.155, -1.706], [4.729, -4.223, 0.025], [4.315, -3.177, 2.288], [-1.632, -0.621, 1.357], [-3.396, -2.462, 0.608], [-4.559, -2.180, -0.710], [-3.597, -3.677, -0.677], [-2.967, -2.635, -4.431], [-3.390, -3.759, -3.114], [-4.314, -2.258, -3.328], [1.080, 0.267, -1.070], [2.238, 0.321, -3.310], [1.155, -0.692, -5.307], [-1.136, -1.767, -5.098], [-1.155, 4.279, 0.498], [-0.430, 3.491, 0.360], [0.088, 3.318, -0.954], [0.918, 2.522, -1.376], [-0.474, 4.269, -1.784], [0.032, 4.240, -3.133], [-0.728, 5.266, -3.941], [0.023, 2.813, 1.525], [0.737, 1.823, 1.635], [-0.497, 3.479, 2.625], [-0.014, 3.081, 3.923], [-0.796, 3.840, 4.974], [1.105, 4.482, -3.120], [-0.092, 3.236, -3.565], [-0.445, 5.188, -4.993], [-1.810, 5.112, -3.871], [-0.490, 6.278, -3.600], [-0.151, 2.002, 4.054], [1.057, 3.315, 3.991], [-0.545, 3.457, 5.967], [-0.546, 4.906, 4.949], [-1.876, 3.720, 4.829]]
}